Molecular formula: C14H15Cl2NO5S
Method: DFT, ωB97M-V with the def2-TZVPD basis set

```
38
Properties=species:S:1:pos:R:3:forces:R:3:lowdin_charge:R:1
C -4.69017 4.65550 1.87971 0.506 -0.919 -0.391 -0.140
C -3.92303 3.36925 1.28659 1.907 1.724 -1.539 -0.597
Cl -4.34241 1.65604 1.81057 0.442 2.404 -0.695 0.576
C -2.87879 3.62669 0.35362 -1.035 -1.835 1.254 -0.536
Cl -2.51785 5.38079 -0.09943 -0.344 -2.383 0.631 0.627
C -1.97611 2.50932 -0.31381 1.624 -1.770 -1.507 -0.120
C -1.31729 1.32839 0.48933 0.859 0.001 -3.511 -0.004
C -0.39702 0.27132 -0.22335 -1.183 2.581 -2.481 -0.013
C -0.08755 0.35089 -1.75883 -2.809 2.990 1.556 0.026
C -0.77308 1.50076 -2.54865 -0.630 -0.186 3.251 -0.023
C -1.67811 2.53830 -1.83054 1.372 -2.152 0.441 0.006
C -2.14849 3.51133 -2.99546 -1.274 1.598 -0.349 -0.332
O -2.98913 4.43422 -3.03904 2.900 -3.177 0.740 0.034
N -1.42764 3.15116 -4.22951 0.605 -1.240 1.830 0.117
C -0.70529 1.88503 -4.08953 1.086 -0.707 -0.825 -0.333
O -0.15318 1.27094 -5.03147 -1.828 2.208 3.518 0.057
H -3.88551 5.35312 2.29496 -1.199 -1.019 -0.425 0.069
H -5.16070 5.19795 0.98318 0.442 -0.868 1.502 0.084
H -5.44088 4.37102 2.68982 1.024 0.392 -1.298 0.079
H -1.48753 1.20651 1.60862 0.219 0.354 -1.826 0.087
H 0.09927 -0.59452 0.33025 -0.924 1.492 -0.560 0.078
H 0.59545 -0.37804 -2.29877 -1.093 1.044 0.927 0.098
H -0.88539 3.93425 -4.61656 -0.639 -0.599 -0.214 0.156
C 3.26976 -5.85337 2.59706 -0.208 -0.149 -0.229 -0.076
C 3.50841 -4.36302 2.75386 -0.235 -0.667 0.809 -0.269
O 3.81047 -3.74332 1.50380 -0.393 0.539 -0.821 -0.264
S 2.59864 -3.46144 0.47041 0.709 0.071 0.031 0.603
C 3.48914 -2.39582 -0.62861 0.141 0.038 0.104 -0.119
O 1.58269 -2.68792 1.14053 0.203 -0.592 -0.238 -0.295
O 2.29120 -4.67906 -0.22933 -0.228 0.556 0.462 -0.275
H 2.35837 -6.04832 2.02761 0.066 0.018 0.070 0.071
H 3.16591 -6.33235 3.57318 0.064 0.103 -0.021 0.081
H 4.09516 -6.32242 2.05567 -0.017 0.068 0.122 0.086
H 2.65460 -3.87404 3.23131 0.023 0.074 -0.188 0.116
H 4.37385 -4.20601 3.40147 0.028 0.229 -0.301 0.123
H 3.76641 -1.48777 -0.09436 -0.033 -0.106 -0.004 0.076
H 2.83285 -2.15417 -1.46511 -0.043 -0.121 0.121 0.069
H 4.37300 -2.92119 -0.98920 -0.106 0.004 0.054 0.077
```
Forces are in eV/Å.

Results
Calculated total energy: -62363.4655 eV
Kohn-Sham gap: 8.0656 eV
Molar mass: 380.2 g mol⁻¹
SMILES: C/C(Cl)=C(\Cl)c1cccc2c1C(=O)NC2=O.CCOS(C)(=O)=O



Molecular formula: C14H15IrN2O5S
Method: DFT, ωB97M-V with the def2-TZVPD basis set

```
38
Properties=species:S:1:pos:R:3:forces:R:3:lowdin_charge:R:1
Ir 0.24796 0.14879 -0.59990 -0.214 1.041 -0.634 1.508
O 2.83625 -2.88539 -1.74619 -0.078 -0.052 -0.048 0.235
C 2.15540 -1.88926 -1.27473 0.284 -0.257 0.189 -0.403
O 0.95834 -1.69659 -1.51207 -0.261 0.242 -0.315 -0.002
C 2.91626 -0.95618 -0.39965 0.084 0.066 -0.084 -0.139
C 4.24512 -0.97304 -0.05164 0.067 0.076 -0.002 0.082
C 4.72483 0.09859 0.71595 0.106 -0.083 -0.019 0.047
C 3.90051 1.15143 1.08200 -0.175 0.069 -0.083 0.084
C 2.56625 1.10047 0.69532 -0.041 0.019 0.080 -0.113
N 2.12898 0.04887 0.00779 -0.290 -0.317 0.526 -0.038
C 1.48910 2.16828 0.93502 0.264 -0.180 0.151 -0.515
O 1.74207 3.18793 1.49160 0.031 0.003 0.052 0.191
O 0.28616 1.85212 0.44218 -0.207 -0.215 -0.386 -0.199
H 2.29895 -3.45360 -2.33010 0.037 0.039 0.032 0.182
H 4.89914 -1.77330 -0.36857 -0.018 -0.011 -0.019 0.147
H 5.76743 0.11021 1.00530 -0.004 0.001 0.013 0.141
H 4.26434 2.00155 1.64338 -0.018 0.013 -0.001 0.150
C -1.84835 3.39795 -1.63209 -0.048 0.052 0.064 -0.216
S -2.53769 1.76080 -1.52002 0.240 0.034 -0.179 1.003
C -2.95596 1.72739 0.21407 0.020 -0.030 -0.004 -0.225
O -1.34149 0.79167 -1.76840 -0.221 -0.367 0.309 -0.678
H -2.68247 4.08920 -1.49899 0.049 0.041 -0.003 0.081
H -1.44858 3.50870 -2.63786 -0.011 -0.016 -0.015 0.075
H -1.08120 3.55103 -0.87540 -0.021 -0.032 0.016 0.060
H -3.69697 2.51376 0.36377 -0.008 0.003 -0.026 0.084
H -2.07356 1.92452 0.81835 0.032 -0.006 0.026 0.051
H -3.41666 0.76723 0.44137 0.033 0.008 -0.011 0.057
C -3.01664 -2.76378 1.20566 -0.032 -0.031 -0.012 0.004
C -2.87606 -2.62355 -0.16626 0.003 0.034 -0.013 0.003
C -1.93175 -1.74840 -0.66348 0.053 0.030 0.084 -0.095
N -1.14886 -1.03390 0.16664 0.294 -0.300 0.372 -0.137
C -1.26641 -1.17256 1.50068 0.002 0.092 -0.045 -0.077
C -2.19851 -2.02535 2.04866 -0.002 0.031 0.034 -0.005
H -3.75195 -3.44346 1.61484 -0.002 -0.005 -0.002 0.135
H -3.48794 -3.18404 -0.85825 -0.005 0.002 -0.005 0.133
H -1.78954 -1.59478 -1.72162 0.034 -0.002 -0.042 0.123
H -0.60244 -0.57510 2.10930 0.010 0.002 -0.005 0.131
H -2.27407 -2.10822 3.12336 0.014 0.008 0.003 0.132
```
Forces are in eV/Å.

Results
Total charge: +2
Calculated total energy: -41638.0689 eV
Kohn-Sham gap: 7.7598 eV
Molar mass: 515.6 g mol⁻¹



Molecular formula: C14H15N4OPd
Method: DFT, ωB97M-V with the def2-TZVPD basis set

```
35
Properties=species:S:1:pos:R:3:forces:R:3:lowdin_charge:R:1
Pd -0.22465 0.15242 -0.00530 0.010 0.658 0.299 0.897
C -2.78788 -0.70418 -5.00165 -0.012 -0.008 0.010 -0.054
C -1.98873 0.39600 -5.30003 0.008 0.009 -0.019 -0.057
C -1.10858 0.89447 -4.36056 0.017 -0.026 0.017 -0.009
C -1.04079 0.27914 -3.11042 -0.133 -0.004 -0.082 -0.245
C -1.84567 -0.81293 -2.80097 0.036 0.053 0.008 -0.024
C -2.71630 -1.30980 -3.75571 -0.001 0.006 -0.019 -0.057
N -0.16733 0.72164 -2.09020 -0.012 0.154 0.181 -0.035
N 0.69748 1.55771 -2.40875 0.058 -0.218 -0.172 0.109
C 1.56721 1.93237 -1.36462 0.004 0.155 0.176 -0.285
C 2.53517 2.87755 -1.65951 -0.115 -0.067 -0.039 0.021
C 3.38641 3.29458 -0.65162 0.018 0.000 0.085 -0.022
C 3.23048 2.75817 0.61586 0.041 0.059 -0.050 -0.023
C 2.24278 1.81331 0.83120 0.005 -0.102 -0.022 -0.090
N 1.42872 1.39244 -0.13746 0.117 -0.293 -0.278 0.003
H -3.47361 -1.08530 -5.74651 0.002 -0.004 0.000 0.114
H -2.05684 0.86396 -6.27253 -0.002 0.003 0.003 0.113
H -0.48373 1.74831 -4.57758 0.004 -0.001 0.004 0.110
H -1.77781 -1.26867 -1.82096 -0.026 0.019 0.004 0.091
H -3.34018 -2.16244 -3.52657 0.004 -0.004 -0.003 0.113
H 2.59129 3.26483 -2.66620 0.000 -0.002 -0.001 0.126
H 4.15308 4.03067 -0.84997 0.001 -0.003 -0.002 0.124
H 3.86577 3.05677 1.43699 -0.001 0.003 -0.002 0.120
H 2.10568 1.37358 1.80736 -0.008 -0.019 -0.007 0.103
N -3.64974 0.30981 2.26910 -0.027 -0.086 -0.018 0.212
C -2.43138 0.12571 1.77063 -0.083 0.060 0.052 -0.504
O -2.27180 -0.07149 0.54855 0.033 -0.259 -0.216 -0.071
C -1.23570 0.18183 2.67489 0.012 -0.142 0.064 -0.167
C -0.06247 -0.39138 1.89376 0.057 -0.105 -0.072 -0.244
H -4.44609 0.27811 1.65261 -0.002 0.007 0.004 0.133
H -3.80095 0.43057 3.25492 0.003 0.006 0.001 0.127
H -1.42747 -0.38486 3.59150 -0.033 0.068 0.038 0.126
H -1.07987 1.22086 2.97538 0.015 0.028 -0.093 0.128
H -0.17805 -1.47757 1.80307 0.071 -0.010 0.031 0.074
H 0.90877 -0.19091 2.33914 -0.062 0.066 0.119 0.044
```
Forces are in eV/Å.

Results
Total charge: +1
Calculated total energy: -26243.1910 eV
Kohn-Sham gap: 7.7131 eV
Molar mass: 361.7 g mol⁻¹



Molecular formula: C14H15NO3Pt
Method: DFT, ωB97M-V with the def2-TZVPD basis set

```
34
Properties=species:S:1:pos:R:3:forces:R:3:mulliken_spin:R:1
C -1.09795 0.89291 -3.82827 0.357 -1.203 -0.703 0.250
C 0.27199 0.58348 -4.02921 0.788 1.147 -0.049 0.017
C 1.06156 1.56367 -3.27444 -0.589 -0.548 0.874 0.172
C 0.09658 2.32110 -2.45458 0.432 0.205 -1.083 0.098
C -1.21993 1.90176 -2.86689 0.801 1.204 1.352 0.165
Pt 0.28753 0.13102 -1.78921 -0.654 0.370 -0.480 1.072
N -1.24564 -1.96383 -1.49315 -0.407 0.822 2.847 0.141
C -0.82824 -3.23641 -1.73867 2.085 0.056 -1.777 0.065
C 0.42618 -2.09649 -2.07026 -1.734 -2.317 0.195 -0.055
H 2.16643 1.65657 -3.26854 -1.055 0.054 -0.090 0.007
H 0.69801 -0.14646 -4.72016 -0.284 0.362 0.200 -0.007
H 0.37818 3.12490 -1.74709 -0.412 -0.684 -0.634 -0.003
H -2.15272 2.29591 -2.45669 0.412 -0.236 -0.173 0.004
H -1.90825 0.37895 -4.33209 0.046 0.039 0.274 0.011
H 0.52849 -2.09991 -3.19950 -0.424 0.161 1.726 0.008
H -1.26544 -3.65673 -2.62850 0.202 -0.301 -0.440 0.007
H -1.43643 -1.90027 -0.38369 1.711 0.568 -2.931 -0.010
H 1.31599 -2.37799 -1.44264 -1.397 0.441 -0.336 -0.005
H -0.55491 -3.97193 -1.00311 -0.025 0.134 0.661 0.002
O 0.27781 2.40024 1.94808 -0.035 -1.300 0.243 0.177
C 0.29454 1.43622 2.88864 0.078 3.138 1.147 0.438
C 0.35238 1.85708 4.22426 -0.016 -0.295 -0.457 -0.014
C 0.37948 0.91529 5.24168 0.082 2.577 1.338 0.447
C 0.35320 -0.45310 4.95720 -0.094 -2.062 -1.710 0.235
C 0.29537 -0.88898 3.63641 0.062 -0.469 1.185 0.064
C 0.26495 0.03054 2.59286 -0.127 -2.321 -3.398 0.356
C 0.22128 -0.48771 1.17140 0.022 2.242 2.402 0.090
O 0.25938 -1.67484 0.91324 -0.009 -1.032 -0.422 0.095
O 0.11904 0.50585 0.28765 0.148 -0.705 -0.147 0.093
H 0.20943 1.89961 1.07534 0.024 -0.046 0.204 -0.017
H 0.37567 2.92732 4.40592 -0.003 -0.175 0.082 -0.006
H 0.42250 1.26488 6.26811 -0.004 -0.141 -0.117 0.046
H 0.37842 -1.18956 5.75153 -0.003 0.067 0.017 0.010
H 0.27508 -1.94310 3.36436 0.022 0.247 0.201 0.043
```
Forces are in eV/Å.

Results
Calculated total energy: -25631.5499 eV
Kohn-Sham gap (spin up / spin down): 4.5870 / 6.5947 eV
Molar mass: 440.4 g mol⁻¹
Multiplicity: 5
⟨S²⟩: 6.044



Molecular formula: C14H16
Method: DFT, ωB97M-V with the def2-TZVPD basis set

```
30
Properties=species:S:1:pos:R:3:forces:R:3:mulliken_spin:R:1
C 3.22869 -2.65014 -0.45317 0.516 0.064 0.475 -0.022
C 1.17040 -0.14214 1.56845 -0.042 0.165 0.535 -0.165
C 1.92948 -0.73755 0.51273 -0.179 0.383 -0.495 0.837
C 1.13564 -0.73011 2.81850 -0.145 -0.226 -0.290 0.109
C 2.51397 -2.00980 0.70163 -0.346 -0.092 0.142 -0.342
C 1.75910 -1.97114 3.02423 0.315 -0.419 0.298 0.249
C 2.41039 -2.62626 1.92743 0.215 0.073 -0.305 0.178
H 0.67356 0.80600 1.38786 0.012 0.024 0.096 -0.071
H 1.86331 -0.28232 -0.47711 0.237 -0.183 0.104 0.123
H 0.60771 -0.27945 3.65656 -0.044 0.142 -0.172 0.011
H 1.68335 -2.51525 3.95819 -0.071 0.202 0.131 -0.005
H 4.23870 -2.23004 -0.54644 -0.007 0.082 -0.070 -0.029
H 2.71418 -2.42487 -1.38840 -0.069 -0.342 -0.089 0.015
H 2.91077 -3.58378 2.08219 -0.159 0.066 -0.027 0.044
H 3.36454 -3.72194 -0.26666 -0.225 0.072 -0.331 0.016
C -3.67088 2.72001 0.00301 -0.302 -0.242 -0.591 0.014
C -1.03790 0.22836 -1.10802 0.368 0.025 0.341 -0.112
C -1.96886 0.91337 -0.34124 0.135 -0.329 -0.154 0.138
C -0.71101 0.69404 -2.37364 0.126 -0.113 -0.358 -0.008
C -2.62077 2.02975 -0.83458 -0.324 0.237 0.407 -0.072
C -1.37756 1.79492 -2.88974 -0.263 -0.104 0.296 0.012
C -2.32765 2.45596 -2.11808 0.336 0.052 -0.532 0.014
H -0.51491 -0.59940 -0.63517 0.036 0.042 -0.274 0.005
H -2.16206 0.55276 0.65885 -0.080 0.045 0.123 0.068
H 0.07126 0.23483 -2.97598 -0.177 -0.137 0.238 0.003
H -1.19583 2.12907 -3.90018 0.189 0.098 -0.072 -0.001
H -3.76640 3.76665 -0.29551 0.022 -0.009 0.266 0.002
H -3.49150 2.61409 1.07059 0.147 0.166 0.008 -0.013
H -2.79289 3.32563 -2.56318 -0.267 0.109 0.202 0.006
H -4.63683 2.23877 -0.20309 0.047 0.149 0.100 -0.004
```
Forces are in eV/Å.

Results
Total charge: -1
Calculated total energy: -14776.3606 eV
Kohn-Sham gap (spin up / spin down): 2.2075 / 6.5986 eV
Molar mass: 184.3 g mol⁻¹
Multiplicity: 2
⟨S²⟩: 0.759



Molecular formula: C14H16
Method: DFT, ωB97M-V with the def2-TZVPD basis set

```
30
Properties=species:S:1:pos:R:3:forces:R:3:lowdin_charge:R:1
C 0.48829 2.00537 0.55876 1.168 0.668 -0.079 -0.039
C 1.72716 1.23512 0.19188 -0.139 -0.864 -1.701 -0.262
C 1.75416 -0.17402 0.23855 -0.701 0.583 0.618 -0.045
C 2.84599 -0.89966 -0.16968 0.576 -0.043 -0.480 -0.086
C 3.97819 -0.23708 -0.66120 -0.171 0.120 0.265 -0.102
C 3.92629 1.12558 -0.85183 -0.362 0.683 0.525 -0.092
C 2.76593 1.83097 -0.50050 0.127 0.004 -0.066 -0.064
H 0.61889 3.04426 0.24333 -0.275 -0.120 -0.413 0.077
H 0.50140 2.11462 1.62283 -0.563 -0.273 0.928 0.074
H -0.43172 1.58002 0.18403 -0.178 -0.116 0.035 0.068
H 0.81994 -0.63129 0.54782 0.422 -0.258 0.127 0.072
H 2.86548 -1.98391 -0.20197 -0.262 0.053 0.290 0.101
H 4.86645 -0.79465 -0.89204 0.235 -0.155 -0.159 0.093
H 4.75741 1.74668 -1.16921 0.101 -0.479 -0.424 0.100
H 2.62969 2.82962 -0.89571 0.248 0.344 0.496 0.105
C -3.19617 0.81069 1.22687 0.430 0.398 -0.290 -0.059
C -2.57345 -0.33205 0.45337 -0.584 0.345 0.877 -0.293
C -3.00813 -0.65164 -0.81847 1.383 0.312 -0.812 -0.051
C -2.32711 -1.63124 -1.55158 -1.278 0.243 0.468 -0.083
C -1.36560 -2.39566 -0.93297 0.588 -0.120 -0.246 -0.094
C -1.01128 -2.14517 0.38970 -0.404 -0.576 0.270 -0.114
C -1.61486 -1.12414 1.09704 -0.637 0.118 -0.617 -0.071
H -4.11691 0.51150 1.71560 -0.103 -0.044 0.205 0.078
H -3.41945 1.67823 0.60070 -0.141 -0.229 -0.232 0.078
H -2.48454 1.20488 1.95474 -0.136 -0.246 0.242 0.070
H -3.66932 -0.00493 -1.38235 -0.377 -0.031 0.363 0.110
H -2.72124 -1.79864 -2.54535 0.531 -0.270 -0.191 0.101
H -0.83351 -3.15652 -1.48926 -0.097 -0.124 0.041 0.102
H -0.34547 -2.83357 0.89430 0.262 0.150 -0.056 0.109
H -1.42650 -0.92337 2.14257 0.338 -0.071 0.017 0.117
```
Forces are in eV/Å.

Results
Calculated total energy: -14777.1374 eV
Kohn-Sham gap: 9.8783 eV
Molar mass: 184.3 g mol⁻¹
SMILES: Cc1ccccc1.Cc1ccccc1



Molecular formula: C14H16
Method: DFT, ωB97M-V with the def2-TZVPD basis set

```
30
Properties=species:S:1:pos:R:3:forces:R:3:lowdin_charge:R:1
C -3.50181 1.12202 1.47877 -0.153 -0.559 -0.435 -0.051
C -2.32564 1.68569 0.73685 0.229 0.741 -0.082 -0.283
C -1.48945 2.62926 1.33991 -0.515 0.288 0.050 -0.062
C -0.44535 3.21491 0.64651 0.610 -0.771 0.110 -0.095
C -0.20413 2.87333 -0.68675 -0.691 0.603 0.716 -0.096
C -1.02967 1.93554 -1.29150 0.130 1.312 -0.808 -0.097
C -2.07307 1.35440 -0.59260 0.141 -0.923 0.808 -0.081
H -3.88510 0.26533 0.91540 0.085 -0.134 0.296 0.075
H -4.35477 1.79571 1.54279 0.152 0.374 0.019 0.081
H -3.23770 0.81901 2.48924 -0.004 -0.095 0.028 0.079
H -1.75120 2.99344 2.33126 0.284 -0.248 0.050 0.112
H 0.27878 3.81612 1.18323 -0.275 0.439 -0.108 0.100
H 0.49847 3.50003 -1.22398 0.190 -0.524 -0.220 0.101
H -0.94729 1.89928 -2.37486 0.027 -0.815 0.124 0.108
H -2.60758 0.48315 -0.95850 -0.275 0.439 -0.551 0.101
C 3.87884 -2.91653 -0.05631 0.090 -0.879 0.228 -0.062
C 2.46103 -2.42589 -0.15443 0.026 -0.267 -0.671 -0.285
C 2.07528 -1.22625 0.42103 -0.158 0.171 -0.005 -0.053
C 0.77719 -0.74466 0.28935 -0.604 0.206 0.245 -0.075
C -0.13785 -1.42257 -0.49562 0.716 -1.037 -1.288 -0.088
C 0.27927 -2.58882 -1.15076 -0.150 0.139 0.100 -0.089
C 1.53471 -3.12509 -0.93902 0.194 0.291 0.325 -0.057
H 4.24277 -2.84521 0.97173 0.214 0.330 -0.193 0.078
H 4.56054 -2.45152 -0.77098 -0.058 0.405 0.254 0.082
H 3.95343 -3.98403 -0.29894 -0.274 0.098 0.023 0.073
H 2.82012 -0.62103 0.91664 0.015 -0.019 0.318 0.110
H 0.43681 0.15303 0.79846 0.327 0.094 -0.116 0.096
H -1.09321 -1.07401 -0.84577 -0.209 0.462 0.703 0.074
H -0.38063 -3.03987 -1.88196 -0.090 -0.183 0.169 0.099
H 1.82160 -4.06409 -1.39759 0.026 0.063 -0.087 0.106
```
Forces are in eV/Å.

Results
Calculated total energy: -14777.2134 eV
Kohn-Sham gap: 9.8150 eV
Molar mass: 184.3 g mol⁻¹
SMILES: Cc1ccccc1.Cc1ccccc1